(1)
Formula: C3H10N2S
Source: the Open Molecules 2025 dataset
Level of theory: the ωB97M-V functional and the def2-TZVPD basis

Geometry (Å):
H 2.8047 0.1272 1.6057
N 2.5804 0.1257 0.6139
C 2.1424 -1.0066 0.2476
N 2.0375 -1.3479 -1.0989
H 1.7160 -1.5969 1.0617
H 2.4206 -2.2307 -1.3940
H 2.3376 -0.5899 -1.7000
C -1.9700 1.1883 1.3561
S -1.3395 1.7944 -0.2386
C -1.5606 0.3380 -1.2661
H -3.0856 1.3423 1.3054
H -1.5865 1.7717 2.1972
H -2.0448 0.1575 1.6941
H -0.5123 -0.0484 -1.4317
H -2.0334 -0.4475 -0.6542
H -1.9065 0.4229 -2.2983

relative energy (zero: lowest compared OMol25 entry of this formula, charge and spin) = 31.6 kcal/mol
SMILES = [H]/N=C/N.CSC
HOMO = -8.0890 eV
Kohn-Sham gap = 0.3328 Eh

(2)
Formula: C2H3O2S2
Source: the Open Molecules 2025 dataset
Level of theory: the ωB97M-V functional and the def2-TZVPD basis

Geometry (Å):
C -3.3517 0.7238 0.1742
C -2.2771 0.2066 0.2609
O 4.0177 -1.2632 0.3878
O 0.3318 -0.9866 -0.0108
S 3.3877 1.4900 0.0874
S 3.1583 -0.3677 -0.3945
H -4.2951 1.1863 0.1337
H 0.3378 -0.7350 -0.9362
H -1.3094 -0.2541 0.2975

relative energy (zero: lowest compared OMol25 entry of this formula, charge and spin) = 96.9 kcal/mol
HOMO (alpha / beta) = -4.0801 / -4.0815 eV
charge = -1
Kohn-Sham gap (alpha / beta) = 0.2341 / 0.2342 Eh

(3)
Formula: C18H20B2F4N7O4RuTe
Source: the Open Molecules 2025 dataset
Level of theory: the ωB97M-V functional and the def2-TZVPD basis

Geometry (Å):
Ru -0.2111 -0.2088 0.4429
C -1.6206 2.6261 3.4084
C -0.8360 1.7007 2.5528
N -1.4023 0.8363 1.7026
O -2.6754 0.7868 1.5596
B -3.3247 -0.5377 0.6835
F -2.8588 -1.5960 1.4476
F -4.6110 -0.2550 0.6922
O -2.8141 -0.6313 -0.6999
N -1.5229 -0.9998 -0.8215
C -1.0938 -1.5332 -1.9223
C -1.9491 -1.9125 -3.0722
C 0.3938 -1.6778 -1.9397
N 0.9451 -1.1172 -0.9099
O 2.2890 -1.2203 -0.7118
B 2.9790 0.0102 -0.4322
F 4.2214 -0.1383 -0.0712
F 2.4957 1.0961 -1.0313
O 2.3458 0.7050 1.4188
N 1.1136 0.8155 1.6176
C 0.5939 1.6822 2.5237
C 1.4355 2.5588 3.3673
C 1.1455 -2.3495 -3.0263
H -2.6649 2.3276 3.4460
H -1.5701 3.6429 3.0085
H -1.2056 2.6594 4.4157
H -2.9930 -1.6906 -2.8744
H -1.8370 -2.9791 -3.2815
H -1.6267 -1.3787 -3.9695
H 2.4916 2.4017 3.1674
H 1.2314 2.3654 4.4237
H 1.1841 3.6066 3.1833
H 0.5038 -3.0032 -3.6101
H 1.9825 -2.9140 -2.6167
H 1.5653 -1.5914 -3.6949
C -1.0150 -2.1246 3.6696
Te 0.3167 -2.3236 2.0034
C -1.0263 -3.8643 1.3742
C -1.7940 -4.2841 2.5856
C -2.4952 -5.4833 2.6107
C -3.1996 -5.8165 3.7448
C -3.1961 -4.9484 4.8907
C -2.4862 -3.7580 4.8851
C -1.7903 -3.4029 3.7491
H -1.6929 -1.2919 3.4835
H -0.4497 -1.9379 4.5813
H -0.4753 -4.6913 0.9290
H -1.7102 -3.4470 0.6333
H -2.4873 -6.1428 1.7532
H -3.7618 -6.7409 3.7953
H -3.7576 -5.2462 5.7682
H -2.4830 -3.1224 5.7606
N -0.3783 1.4596 -0.7875
C -0.4083 2.3932 -1.4679
N -0.2880 3.3833 -2.3001
C -1.1922 4.2713 -2.4941
N -1.9624 5.1379 -2.7198

2S+1 = 5
⟨S²⟩ = 6.1355
HOMO (alpha / beta) = -18.3830 / -18.8261 eV
charge = +3
Kohn-Sham gap (alpha / beta) = 0.3105 / 0.2251 Eh

(4)
Formula: C3H7O2PS2
Source: the Open Molecules 2025 dataset
Level of theory: the ωB97M-V functional and the def2-TZVPD basis

Geometry (Å):
C 1.2102 1.5783 -0.0883
C 2.5922 1.1377 0.0127
C -2.8271 -0.4155 0.0841
O 0.5951 2.4860 -0.4883
O -1.5718 -0.6701 -0.4250
P -0.1452 -0.6814 0.4482
S -0.2993 -1.1929 2.3021
S 0.9418 -2.0478 -0.7866
H 3.3345 1.8531 -0.1066
H 2.8540 0.8023 1.0510
H 2.7350 0.4351 -0.6896
H -2.9049 -0.7177 1.0810
H -3.3630 -1.1420 -0.4041
H -3.1613 0.4775 -0.2446
H 0.0099 -1.9025 -1.7459

relative energy (zero: lowest compared OMol25 entry of this formula, charge and spin) = 36.3 kcal/mol
HOMO (alpha / beta) = -7.7852 / -7.7857 eV
Kohn-Sham gap (alpha / beta) = 0.2737 / 0.2736 Eh

(5)
Formula: C4H6O
Source: the Open Molecules 2025 dataset
Level of theory: the ωB97M-V functional and the def2-TZVPD basis

Geometry (Å):
C -1.9051 0.1860 0.2002
C -0.8990 0.6425 0.7205
C 0.2499 1.2099 1.4235
H -2.5422 -0.3922 -0.4453
H 0.0861 1.5102 2.4105
H 0.6070 2.0637 0.9464
H 1.1272 0.4190 1.3548
C 0.0053 -2.4595 -1.3874
O 1.0577 -2.6237 -1.8702
H -0.8934 -3.2134 -1.5223
H -0.1109 -1.5878 -0.7461

relative energy (zero: lowest compared OMol25 entry of this formula, charge and spin) = 58.6 kcal/mol
SMILES = C#CC.C=O
HOMO = -9.7988 eV
Kohn-Sham gap = 0.3933 Eh

(6)
Formula: C3H3ClO
Source: the Open Molecules 2025 dataset
Level of theory: the ωB97M-V functional and the def2-TZVPD basis

Geometry (Å):
C 1.8312 0.9699 0.4106
C 2.1527 0.1782 -0.4438
C -1.8570 -0.5389 -0.2257
O -2.9214 -1.2743 -0.0331
Cl -2.3214 1.0851 0.0127
H 1.3208 1.4540 1.1454
H 2.6748 -0.3432 -1.1579
H -3.7988 -0.8189 0.1544

relative energy (zero: lowest compared OMol25 entry of this formula, charge and spin) = 86.7 kcal/mol
HOMO = -9.8519 eV
Kohn-Sham gap = 0.3778 Eh

(7)
Formula: C2H7NO3
Source: the Open Molecules 2025 dataset
Level of theory: the ωB97M-V functional and the def2-TZVPD basis

Geometry (Å):
C -1.9024 -1.5863 -0.7892
N -1.0695 -1.1522 0.3184
C -0.0655 -0.2288 0.2020
O 0.3719 0.3229 1.1789
O 0.2887 0.1024 -1.0715
H -1.4256 -1.4403 -1.7493
H -2.1298 -2.6519 -0.7182
H -2.8841 -1.1001 -0.8255
H -1.4587 -1.3379 1.2214
H 0.5701 -0.7001 -1.5028
O 2.1519 2.3560 0.4341
H 2.1309 2.0323 -0.4578
H 1.6191 1.6746 0.8850

relative energy (zero: lowest compared OMol25 entry of this formula, charge and spin) = 12.1 kcal/mol
SMILES = CNC(=O)O.O
HOMO = -10.2753 eV
Kohn-Sham gap = 0.3882 Eh

| no. | molecular weight (g/mol) |
| --- | --- |
| 1 | 106.19 |
| 2 | 123.18 |
| 3 | 724.69 |
| 4 | 170.20 |
| 5 | 70.09 |
| 6 | 90.51 |
| 7 | 93.08 |